Entry a
Formula: C14H52N8O12
Source: the Open Molecules 2025 dataset
Level of theory: ωB97M-V/def2-TZVPD

Computed properties:
LUMO level: -0.31 eV
SMILES string: NC(N)=O.NC(N)=O.NC(N)=O.NC(N)=O.CCO.CCO.CO.CO.CO.CO.CO.CO
HOMO-LUMO gap: 8.72 eV

```
! RIJCOSX wB97M-V def2-TZVPD def2/J DEFGRID3
* xyz 0 1
N -3.148 0.974 3.929
C -2.646 -0.193 3.564
N -2.981 -0.525 2.324
O -1.722 -0.945 4.320
H -3.083 1.257 4.978
H -3.986 1.323 3.353
H -2.414 -1.289 1.993
H -3.401 0.078 1.665
N 0.691 -1.546 -3.407
C 1.828 -0.926 -3.141
N 1.919 0.095 -2.365
O 3.016 -1.530 -3.552
H 0.802 -2.039 -4.339
H -0.307 -1.226 -3.179
H 2.870 0.470 -2.360
H 1.076 0.578 -1.909
N -1.592 -3.803 0.315
C -1.480 -3.799 1.598
N -2.720 -3.596 2.035
O -0.385 -4.285 2.245
H -2.366 -3.469 -0.162
H -0.834 -4.003 -0.274
H -2.816 -3.617 3.129
H -3.513 -3.120 1.600
N -2.192 -0.729 -2.750
C -2.302 -0.931 -4.014
N -1.558 -0.350 -4.865
O -3.115 -1.893 -4.576
H -2.620 -1.386 -2.114
H -1.689 0.032 -2.353
H -1.409 -0.750 -5.802
H -0.876 0.429 -4.635
C -0.492 -0.731 0.065
C -0.400 0.762 0.127
O -0.426 1.246 -1.190
H 0.009 -1.127 -0.787
H -1.436 -0.949 -0.027
H -0.040 -1.171 0.875
H 0.540 1.073 0.528
H -1.238 1.204 0.661
H -0.196 2.173 -1.147
C 3.141 2.722 3.800
C 2.263 2.262 2.661
O 1.120 1.625 3.118
H 3.574 2.006 4.407
H 2.624 3.485 4.401
H 3.993 3.292 3.379
H 2.849 1.652 1.965
H 1.952 3.102 1.998
H 1.455 0.885 3.673
C -4.011 1.767 -0.310
O -3.858 1.823 1.113
H -4.315 2.735 -0.664
H -4.893 1.236 -0.495
H -3.289 1.207 -0.923
H -3.219 2.560 1.236
C 1.493 -1.600 3.010
O 1.945 -0.793 4.125
H 2.206 -2.411 2.916
H 1.526 -1.062 2.070
H 0.515 -2.025 3.155
H 2.243 -1.308 4.904
C 1.746 -3.371 -0.658
O 0.491 -3.399 -1.357
H 1.662 -2.952 0.355
H 2.498 -2.960 -1.260
H 2.208 -4.397 -0.602
H 0.519 -2.574 -1.828
C 1.792 3.492 -0.861
O 0.481 3.839 -0.562
H 2.369 4.265 -1.224
H 1.782 2.762 -1.716
H 2.281 3.095 0.045
H 0.360 4.122 0.318
C -1.100 2.496 -3.821
O -0.030 1.638 -4.020
H -1.963 1.977 -3.356
H -1.468 2.927 -4.697
H -0.939 3.357 -3.064
H 0.685 2.252 -3.854
C 3.669 -0.360 0.440
O 4.637 0.603 0.236
H 2.655 -0.035 0.239
H 3.765 -0.840 1.475
H 3.772 -1.067 -0.353
H 5.474 0.184 0.246
*
```

***

Entry b
Formula: C14H52N8O12
Source: the Open Molecules 2025 dataset
Level of theory: ωB97M-V/def2-TZVPD

Computed properties:
LUMO level: 0.14 eV
SMILES string: NC(N)=O.NC(N)=O.NC(N)=O.NC(N)=O.CCO.CCO.CO.CO.CO.CO.CO.CO
HOMO-LUMO gap: 9.30 eV

```
! RIJCOSX wB97M-V def2-TZVPD def2/J DEFGRID3
* xyz 0 1
N 2.667 0.500 0.323
C 3.861 1.067 0.318
N 4.426 1.148 1.515
O 4.469 1.718 -0.775
H 2.149 0.579 -0.536
H 2.098 0.187 1.124
H 5.423 1.455 1.447
H 4.226 0.545 2.301
N 0.612 3.069 0.430
C 0.441 3.760 -0.654
N 1.493 3.920 -1.381
O -0.755 4.384 -1.054
H -0.141 3.022 1.079
H 1.551 2.809 0.849
H 1.319 4.307 -2.315
H 2.414 3.610 -1.131
N -2.006 -4.258 1.183
C -1.313 -3.916 0.083
N -0.030 -4.089 0.153
O -1.865 -3.420 -1.092
H -3.027 -4.206 1.125
H -1.516 -4.714 1.946
H 0.484 -3.843 -0.697
H 0.527 -4.319 1.012
N -4.108 2.302 1.444
C -2.948 2.371 0.886
N -2.986 3.129 -0.178
O -1.799 1.900 1.551
H -4.222 1.630 2.251
H -5.007 2.520 1.027
H -2.104 3.415 -0.635
H -3.843 3.235 -0.798
C 2.477 1.326 -3.338
C 1.159 1.388 -4.036
O 1.369 0.660 -5.264
H 2.605 1.944 -2.435
H 3.239 1.779 -3.983
H 2.699 0.243 -3.185
H 0.955 2.393 -4.250
H 0.503 0.848 -3.396
H 0.632 0.891 -5.863
C 2.238 0.283 4.184
C 0.831 0.340 3.612
O 0.787 0.169 2.184
H 2.321 0.216 5.320
H 2.813 1.156 3.821
H 2.672 -0.605 3.720
H 0.425 1.335 3.917
H 0.129 -0.378 4.034
H -0.124 -0.096 1.982
C 1.805 -2.135 -1.799
O 1.672 -3.532 -2.069
H 1.039 -1.462 -2.279
H 2.753 -1.835 -2.320
H 1.826 -2.007 -0.727
H 2.501 -3.874 -2.399
C -1.777 2.287 -3.241
O -2.166 0.953 -3.118
H -1.475 2.549 -4.244
H -0.964 2.344 -2.482
H -2.631 2.922 -3.133
H -1.586 0.509 -2.510
C 2.219 -2.996 2.147
O 1.988 -4.384 2.312
H 1.385 -2.568 1.749
H 3.099 -2.869 1.470
H 2.482 -2.621 3.083
H 2.614 -4.766 2.987
C -4.108 -0.916 -0.660
O -5.271 -1.758 -0.554
H -3.159 -1.303 -0.300
H -4.310 0.006 -0.193
H -4.006 -0.718 -1.750
H -5.978 -1.305 -1.048
C -2.402 -0.926 2.720
O -1.374 -1.815 2.353
H -2.840 -0.469 1.779
H -1.955 -0.226 3.447
H -3.137 -1.613 3.212
H -1.744 -2.555 1.872
C -0.602 -0.451 -0.372
O 0.173 0.657 -0.773
H -0.895 -1.085 -1.228
H -1.516 -0.017 0.096
H -0.032 -1.076 0.258
H 0.147 1.348 -0.110
*
```

***

Which structure is most stable? entry b, by 2.201 eV over the runner-up.

***

Entry a
Formula: CHBr2FS
Source: the Open Molecules 2025 dataset
Level of theory: ωB97M-V/def2-TZVPD

Computed properties:
LUMO level (spin up / spin down): -0.71 / -0.71 eV
SMILES string: FC(=S)Br.Br
HOMO-LUMO gap (spin up / spin down): 9.27 / 9.27 eV

```
! RIJCOSX wB97M-V def2-TZVPD def2/J DEFGRID3
* xyz 0 1
F -1.255 0.475 1.509
C -1.246 0.294 0.203
S -0.856 -1.131 -0.436
Br -1.566 2.056 -0.604
Br 2.633 -0.103 -0.472
H 2.290 -1.591 -0.202
*
```

***

Entry b
Formula: CHBr2FS
Source: the Open Molecules 2025 dataset
Level of theory: ωB97M-V/def2-TZVPD

Computed properties:
LUMO level: -1.26 eV
HOMO-LUMO gap: 8.15 eV

```
! RIJCOSX wB97M-V def2-TZVPD def2/J DEFGRID3
* xyz 0 1
C 1.866 -0.034 0.689
F 1.552 -0.622 1.837
S -2.252 0.017 -0.886
Br 2.262 -1.384 -0.457
Br -0.374 0.784 -0.057
H -3.054 1.239 -1.125
*
```

***

Which structure is most stable? entry a, by 2.530 eV over the runner-up.

***

Entry a
Formula: C4H5Cl2NS
Source: the Open Molecules 2025 dataset
Level of theory: ωB97M-V/def2-TZVPD

Computed properties:
LUMO level (spin up / spin down): 0.28 / 0.28 eV
HOMO-LUMO gap (spin up / spin down): 8.38 / 8.38 eV

```
! RIJCOSX wB97M-V def2-TZVPD def2/J DEFGRID3
* xyz 0 1
C 2.786 -0.852 0.152
C 3.000 0.464 0.170
C 0.610 -0.694 1.013
C -0.463 0.683 -0.641
N 0.443 0.535 0.479
S 1.682 1.604 0.761
Cl 3.704 -2.174 -0.320
Cl 4.294 1.380 -0.385
H -0.189 -1.481 0.874
H 0.907 -0.626 2.011
H -0.048 0.318 -1.547
H -1.421 0.131 -0.322
H -0.587 1.788 -0.671
*
```

***

Entry b
Formula: C4H5Cl2NS
Source: the Open Molecules 2025 dataset
Level of theory: ωB97M-V/def2-TZVPD

Computed properties:
LUMO level: 0.24 eV
SMILES string: C[C@@H]1NC(=S)C1(Cl)Cl
HOMO-LUMO gap: 8.95 eV

```
! RIJCOSX wB97M-V def2-TZVPD def2/J DEFGRID3
* xyz 0 1
C 1.851 1.321 1.641
C 0.565 0.574 1.334
N 0.614 -0.876 1.331
C 0.155 -1.124 0.104
S -0.488 -2.389 -0.726
C -0.003 0.374 -0.123
Cl -1.766 0.688 -0.025
Cl 0.647 1.296 -1.425
H 2.103 0.985 2.683
H 1.734 2.411 1.490
H 2.653 0.999 1.015
H -0.245 0.890 1.972
H 0.868 -1.535 2.071
*
```

***

Which structure is most stable? entry b, by 3.119 eV over the runner-up.

***

Entry a
Formula: C3H7NO3S
Source: the Open Molecules 2025 dataset
Level of theory: ωB97M-V/def2-TZVPD

Computed properties:
LUMO level: 0.80 eV
SMILES string: C1=NCCO1.OSO
HOMO-LUMO gap: 9.27 eV

```
! RIJCOSX wB97M-V def2-TZVPD def2/J DEFGRID3
* xyz 0 1
C 0.689 0.454 0.508
N 0.073 -0.388 -0.200
C 0.388 -1.737 0.300
C 1.590 -1.475 1.260
O 1.524 -0.035 1.478
H 0.531 1.485 0.223
H 0.591 -2.289 -0.685
H -0.489 -2.009 0.722
H 1.515 -1.785 2.334
H 2.583 -1.711 0.934
O -1.590 0.825 -2.065
S -1.163 2.389 -1.900
O -2.102 2.936 -0.641
H -1.065 0.439 -1.397
H -3.076 2.902 -0.871
*
```

***

Entry b
Formula: C3H7NO3S
Source: the Open Molecules 2025 dataset
Level of theory: ωB97M-V/def2-TZVPD

Computed properties:
LUMO level: 0.61 eV
SMILES string: COCSC(=O)NO
HOMO-LUMO gap: 10.12 eV

```
! RIJCOSX wB97M-V def2-TZVPD def2/J DEFGRID3
* xyz 0 1
C 1.488 0.276 -2.238
O 2.312 0.703 -1.133
C 1.860 0.231 0.088
S 0.356 0.945 0.751
C -0.829 -0.337 0.385
O -0.720 -1.206 -0.444
N -1.958 -0.219 1.173
O -2.889 -1.223 1.032
H 1.549 1.089 -2.928
H 2.010 -0.664 -2.636
H 0.447 0.191 -1.995
H 1.687 -0.886 0.045
H 2.607 0.512 0.829
H -2.395 0.699 1.178
H -2.631 -1.744 0.228
*
```

***

Which structure is most stable? entry a, by 0.129 eV over the runner-up.

***

Entry a
Formula: C12H16N2O
Source: the Open Molecules 2025 dataset
Level of theory: ωB97M-V/def2-TZVPD

Computed properties:
LUMO level: -0.11 eV
SMILES string: CCCC[C@H](C#N)[C@@H]1C=CC=C/C1=N\O
HOMO-LUMO gap: 8.41 eV

```
! RIJCOSX wB97M-V def2-TZVPD def2/J DEFGRID3
* xyz 0 1
C -4.378 0.067 0.306
C -3.540 -1.222 0.273
C -2.203 -1.065 -0.504
C -1.213 -0.349 0.450
C 0.186 -0.257 -0.236
C 0.762 -1.610 -0.567
N 1.167 -2.617 -0.975
C 1.376 0.608 0.474
C 1.236 2.046 0.117
C 2.225 2.706 -0.506
C 3.453 2.017 -0.860
C 3.627 0.796 -0.403
C 2.652 0.018 0.289
N 2.764 -1.151 0.760
O 3.943 -1.916 0.473
H -4.010 0.663 -0.504
H -4.337 0.645 1.247
H -5.439 0.065 0.192
H -4.133 -2.015 -0.149
H -3.344 -1.454 1.300
H -2.333 -0.513 -1.342
H -1.781 -1.994 -0.743
H -1.378 0.702 0.741
H -1.202 -0.924 1.348
H 0.144 -0.016 -1.290
H 1.058 0.560 1.592
H 0.369 2.604 0.502
H 2.131 3.809 -0.715
H 4.243 2.456 -1.368
H 4.416 0.103 -0.630
H 3.537 -2.760 0.726
*
```

***

Entry b
Formula: C12H16N2O
Source: the Open Molecules 2025 dataset
Level of theory: ωB97M-V/def2-TZVPD

Computed properties:
LUMO level: 0.79 eV
SMILES string: CCc1c[nH]cn1.Cc1ccc(O)cc1
HOMO-LUMO gap: 9.12 eV

```
! RIJCOSX wB97M-V def2-TZVPD def2/J DEFGRID3
* xyz 0 1
C 2.828 2.110 0.459
C 1.691 1.251 -0.090
C 0.726 2.136 -0.860
C 0.198 1.765 -2.070
N -0.622 2.821 -2.425
C -0.583 3.712 -1.405
N 0.210 3.308 -0.429
H 2.500 2.715 1.314
H 3.167 2.851 -0.259
H 3.602 1.463 0.882
H 2.174 0.595 -0.825
H 1.224 0.593 0.635
H 0.466 0.957 -2.724
H -1.160 3.029 -3.254
H -1.183 4.605 -1.377
C 0.614 -3.475 -0.489
C -0.368 -2.620 0.275
C -0.701 -1.359 -0.252
C -1.503 -0.542 0.528
C -1.969 -1.018 1.727
O -2.917 -0.224 2.389
C -1.811 -2.308 2.175
C -0.970 -3.146 1.434
H 0.875 -4.450 -0.095
H 1.538 -2.904 -0.614
H 0.146 -3.726 -1.453
H -0.172 -1.039 -1.138
H -1.624 0.504 0.266
H -3.520 -0.749 2.886
H -2.208 -2.707 3.100
H -0.649 -4.145 1.688
*
```

***

Entry c
Formula: C12H16N2O
Source: the Open Molecules 2025 dataset
Level of theory: ωB97M-V/def2-TZVPD

Computed properties:
LUMO level: 0.72 eV
SMILES string: CCc1c[nH]cn1.Cc1ccc(O)cc1
HOMO-LUMO gap: 9.38 eV

```
! RIJCOSX wB97M-V def2-TZVPD def2/J DEFGRID3
* xyz 0 1
C -0.402 -3.352 -1.964
C -0.671 -2.316 -3.038
C -0.558 -0.894 -2.573
C -1.122 -0.317 -1.481
N -0.831 1.043 -1.551
C -0.053 1.176 -2.670
N 0.148 0.054 -3.297
H 0.676 -3.494 -1.857
H -0.857 -4.318 -2.185
H -0.771 -3.038 -0.985
H -0.013 -2.423 -3.904
H -1.660 -2.403 -3.490
H -1.899 -0.756 -0.873
H -0.489 1.557 -0.737
H 0.284 2.117 -3.067
C -0.949 -1.309 3.600
C -0.123 -0.218 2.974
C 0.991 -0.570 2.209
C 1.663 0.397 1.465
C 1.124 1.662 1.286
O 1.690 2.603 0.452
C -0.104 1.934 1.861
C -0.695 1.033 2.736
H -1.829 -1.535 3.010
H -1.123 -1.195 4.674
H -0.458 -2.294 3.526
H 1.582 -1.453 2.415
H 2.600 0.160 0.959
H 2.171 2.097 -0.235
H -0.724 2.774 1.571
H -1.713 1.189 3.067
*
```

***

Which structure is most stable? entry b, by 0.145 eV over the runner-up.